No. 1
{
  "formula": "C6H10",
  "method": "ωB97M-V/def2-TZVPD",
  "species": ["C", "C", "C", "C", "C", "C", "H", "H", "H", "H", "H", "H", "H", "H", "H", "H"],
  "coordinates": [[-1.97370, 2.08097, 0.18550], [-1.65648, 0.87004, 0.63693], [-0.32825, 0.31153, 0.37022], [-0.14886, -0.74033, -0.43310], [1.11154, -1.56174, -0.53899], [2.36596, -0.76253, -0.14232], [-2.92890, 2.57702, 0.38439], [-1.40219, 2.74508, -0.43792], [-2.15516, 0.37095, 1.46238], [0.47136, 0.59383, 1.04767], [-0.91122, -1.09235, -1.12684], [1.04717, -2.49248, 0.02980], [1.29141, -1.89666, -1.57436], [2.37996, 0.23657, -0.57781], [3.26110, -1.28273, -0.47883], [2.39015, -0.57293, 0.92219]],
  "forces_ev_per_a": [[-1.67, 0.34, 0.28], [0.94, 1.65, 0.20], [0.18, -1.74, -0.23], [0.40, -0.30, -0.29], [0.94, 0.84, -0.60], [-0.23, -0.13, -0.02], [0.08, -0.49, 0.42], [0.76, -0.52, -0.40], [-0.71, 0.05, -0.42], [0.06, 0.13, -0.05], [-0.40, 0.25, 0.41], [-0.14, 0.11, 0.20], [-0.44, 0.16, 0.17], [-0.16, -0.08, -0.36], [0.11, -0.01, 0.30], [0.27, -0.26, 0.39]],
  "energy_ev": -6382.4140,
  "homo_ev": -9.37,
  "spin_multiplicity": 1,
  "e_lumo_ev": 1.2,
  "smiles": "C=C/C=C/CC",
  "de_lowest_ev": 1.446
}

***

No. 2
{
  "formula": "C6H10",
  "method": "ωB97M-V/def2-TZVPD",
  "species": ["C", "C", "C", "C", "C", "C", "H", "H", "H", "H", "H", "H", "H", "H", "H", "H"],
  "coordinates": [[-0.15875, -2.38095, -0.63420], [-1.16670, -1.58163, -1.05087], [-1.34284, -0.14690, -0.61421], [-0.04190, 0.50829, -0.28305], [0.21438, 1.29351, 0.75679], [1.61095, 1.67449, 1.12888], [-0.34826, -3.31552, -0.11474], [0.83270, -1.95909, -0.51020], [-1.94020, -2.05116, -1.65389], [-1.94840, -0.08403, 0.28964], [-1.89771, 0.30782, -1.44691], [0.78717, 0.44787, -0.98750], [-0.56471, 1.82634, 1.29811], [1.69101, 1.79982, 2.21440], [1.92353, 2.69111, 0.84828], [2.34973, 0.97003, 0.75946]],
  "forces_ev_per_a": [[-0.14, 1.00, 0.47], [0.42, -1.00, 0.81], [0.52, 0.37, -1.85], [0.20, 0.76, -0.25], [0.14, 0.63, -0.33], [0.25, 1.12, 0.50], [0.19, -0.86, -1.55], [-0.15, 0.27, 1.02], [-0.81, 0.00, 0.94], [-0.32, -0.41, -0.14], [0.11, 0.62, 0.33], [0.02, -0.88, 0.10], [-0.22, -0.74, 0.41], [0.03, -0.69, 0.04], [-0.26, -0.14, -0.59], [0.04, -0.05, 0.08]],
  "energy_ev": -6381.3270,
  "homo_ev": -8.57,
  "spin_multiplicity": 1,
  "e_lumo_ev": 1.1,
  "smiles": "C=CC/C=C/C",
  "de_lowest_ev": 2.532
}